[1]
28
Properties=species:S:1:pos:R:3:forces:R:3:nbo_charge:R:1 method="wB97M-V/def2-TZVPD" total_charge=0 largest_force_ev_per_a=3.77 lumo_energy_ha=-0.047 molar_mass_g_mol=215.3 homo_energy_ha=-0.2929 e_above_lowest_ev=6.684 smiles="C=C[C@@]1(C)CC1=C=N[C@H]1C=CC=CC1=S"
C 0.616 0.316 -0.672 -0.10 0.29 1.24 0.4413
C 1.586 -2.799 -3.784 -1.68 2.73 1.93 -0.2492
C 0.824 -1.680 -3.637 -0.69 0.22 -2.52 -0.0944
C 1.845 -3.616 -2.674 -2.33 0.87 1.73 -0.1455
C 0.114 -1.220 -2.381 -0.45 -1.82 -0.12 -0.1900
C 1.153 -3.374 -1.532 1.96 -1.62 1.26 -0.2703
C 0.227 -2.357 -1.332 -2.63 2.24 1.51 -0.0855
C -1.876 0.843 3.215 -1.07 0.75 0.52 -0.4089
C -1.583 0.732 1.944 2.15 1.31 1.12 -0.1676
C 0.952 0.846 1.925 0.19 0.22 -0.64 -0.3886
C 0.466 0.685 0.534 0.58 0.81 1.46 -0.2128
C -0.346 1.459 1.512 -0.82 -0.56 -0.83 -0.0428
C -0.590 2.970 1.258 1.01 -3.27 -0.12 -0.5919
N 0.733 -0.018 -1.813 0.52 0.11 -2.35 -0.4283
S -0.670 -2.280 0.113 0.95 -0.11 -1.97 -0.0091
H 2.013 -3.050 -4.665 0.98 -0.55 -2.90 0.2119
H 0.493 -1.164 -4.607 0.83 -0.44 1.58 0.2086
H 2.232 -4.565 -2.766 1.70 -1.72 -0.26 0.2140
H -0.953 -0.919 -2.655 1.28 -0.66 0.54 0.2483
H 1.345 -3.982 -0.629 -0.30 0.02 -0.75 0.2278
H -2.894 0.458 3.456 1.18 0.39 0.93 0.2154
H -1.176 1.542 3.785 -1.51 -1.33 -0.04 0.2060
H -2.115 0.191 1.249 -1.30 -1.11 -1.46 0.2124
H 1.108 0.035 2.559 -1.18 -1.99 0.86 0.2286
H 1.819 1.366 2.203 1.08 1.92 -0.64 0.2189
H -1.432 3.252 1.794 -1.17 1.01 1.11 0.2208
H -0.766 2.978 0.230 -0.54 0.69 -1.72 0.2162
H 0.324 3.419 1.455 1.37 1.60 0.54 0.2145

[2]
120
Properties=species:S:1:pos:R:3:forces:R:3:lowdin_charge:R:1 method="wB97M-V/def2-TZVPD" total_charge=+1 largest_force_ev_per_a=4.50 multiplicity=2 lumo_energy_ha="-0.083 / -0.268" molar_mass_g_mol=730.9 homo_energy_ha="-0.3858 / -0.3858" e_above_lowest_ev=2.728
C 21.372 -6.530 -24.696 -2.23 -1.47 -1.35 -0.3503
O 22.254 -6.985 -24.030 1.83 0.31 0.97 0.0153
N 20.307 -7.303 -25.104 0.45 -0.29 1.96 -0.1950
C 19.092 -6.686 -25.481 -0.96 0.40 -1.35 -0.1104
C 20.081 -8.697 -24.585 1.09 1.35 -0.78 -0.0120
H 21.299 -5.546 -25.184 0.32 0.30 0.31 0.1268
H 18.451 -6.397 -24.648 -0.09 -0.18 0.16 0.0940
H 18.606 -7.430 -26.112 -0.63 0.16 0.07 0.0913
H 19.231 -5.833 -26.145 0.24 0.06 0.23 0.0712
H 19.834 -9.201 -25.519 0.11 -0.80 0.43 0.0864
H 21.004 -9.006 -24.096 -0.06 -0.31 -0.39 0.0785
H 19.274 -8.815 -23.862 -0.18 0.49 -0.10 0.0887
C 29.226 -1.031 -28.355 -0.43 -0.75 -0.74 -0.3311
O 29.974 -0.073 -28.417 -0.19 -0.28 0.25 0.0077
N 28.673 -1.672 -29.429 -0.51 -0.79 -0.04 -0.1736
C 27.618 -2.721 -29.355 0.70 0.80 1.72 -0.0315
C 29.080 -1.370 -30.750 0.29 1.59 -1.82 -0.0861
H 28.933 -1.559 -27.434 -0.09 0.28 0.31 0.1179
H 26.954 -2.475 -28.526 -0.05 0.06 0.14 0.0637
H 28.087 -3.660 -29.060 -0.10 -0.24 -0.60 0.0657
H 26.974 -2.759 -30.234 0.58 0.00 -0.21 0.0932
H 29.262 -2.191 -31.444 0.10 -0.61 0.65 0.0928
H 28.317 -0.790 -31.268 -0.37 0.17 -0.02 0.0895
H 29.949 -0.715 -30.797 0.12 -0.21 0.45 0.0904
C 28.106 0.406 -24.937 2.93 -0.33 2.53 -0.1611
O 27.234 1.103 -25.442 -1.14 1.22 -1.02 0.2685
N 29.160 0.840 -24.219 0.05 1.23 -0.27 -0.1135
C 29.910 -0.045 -23.334 -1.45 -1.30 0.45 -0.0243
C 29.567 2.265 -23.925 -1.97 0.36 -0.47 0.0152
H 27.982 -0.686 -24.989 -0.17 -0.17 -0.19 0.1645
H 29.445 0.015 -22.351 0.03 0.31 0.22 0.1040
H 30.960 0.205 -23.180 -0.11 -0.15 -0.83 0.1116
H 29.649 -1.060 -23.634 0.94 -0.23 -0.15 0.0927
H 30.405 2.629 -24.518 0.06 -0.53 0.11 0.1095
H 28.723 2.931 -24.101 -0.09 -0.07 -0.55 0.0930
H 29.685 2.411 -22.852 0.56 -0.58 -0.06 0.1003
C 29.431 -6.722 -29.046 1.19 2.76 1.22 -0.3209
O 30.008 -5.760 -28.477 -0.64 -2.65 -1.12 -0.0189
N 28.114 -6.856 -29.042 -0.82 -2.05 0.92 -0.2028
C 27.493 -7.594 -30.141 -0.98 1.84 -0.27 -0.0446
C 27.191 -6.136 -28.158 0.45 1.24 -2.47 -0.0409
H 29.824 -7.544 -29.664 1.05 0.45 0.08 0.1353
H 27.182 -6.820 -30.842 -0.23 0.32 -0.38 0.0858
H 26.523 -7.976 -29.824 0.41 -0.94 0.06 0.0750
H 28.131 -8.187 -30.795 0.11 -0.58 0.93 0.0970
H 26.378 -6.753 -27.775 0.41 -0.09 0.24 0.0768
H 27.663 -5.399 -27.507 0.41 -0.87 0.43 0.0741
H 26.816 -5.474 -28.938 -1.37 0.49 0.36 0.0757
C 28.480 -4.489 -18.742 1.25 -0.38 2.16 -0.2897
O 28.738 -4.445 -17.516 -1.06 -0.02 -2.83 -0.0224
N 29.459 -4.605 -19.680 1.12 0.16 -0.67 -0.1741
C 29.185 -4.645 -21.125 -0.59 -0.26 0.27 -0.0616
C 30.875 -4.756 -19.288 -0.23 -0.78 0.46 -0.0464
H 27.486 -4.524 -19.214 -0.19 0.30 0.49 0.1167
H 29.328 -5.614 -21.603 0.28 -0.38 0.42 0.0849
H 29.773 -3.960 -21.735 0.26 0.36 0.44 0.0747
H 28.136 -4.422 -21.324 -0.07 0.17 0.35 0.0548
H 31.528 -4.099 -19.862 -0.08 -0.09 0.03 0.0835
H 31.085 -4.695 -18.220 -0.76 1.15 0.05 0.0821
H 31.191 -5.798 -19.345 -0.01 -0.26 -1.12 0.0860
C 26.353 -3.808 -25.603 -0.18 0.53 0.65 -0.3353
O 27.281 -3.068 -25.893 0.50 0.32 0.08 -0.0234
N 25.758 -3.830 -24.394 -1.87 -2.83 0.01 -0.1518
C 24.587 -4.703 -24.049 0.92 -0.72 -0.32 -0.0304
C 26.244 -3.213 -23.187 -0.09 1.34 -0.44 -0.0412
H 25.946 -4.477 -26.377 -0.44 -0.09 0.36 0.1219
H 24.135 -5.261 -24.868 0.17 0.43 -0.37 0.0587
H 23.798 -4.195 -23.494 0.18 0.46 -0.25 0.0641
H 24.954 -5.483 -23.382 -0.04 -0.02 0.17 0.0870
H 25.687 -2.279 -23.262 0.99 0.99 0.80 0.0969
H 25.904 -3.637 -22.242 -0.15 -0.73 -0.35 0.0787
H 27.334 -3.188 -23.171 -0.12 0.59 -0.13 0.0829
C 21.176 -6.877 -28.380 -0.57 1.62 1.05 -0.3105
O 20.774 -5.871 -27.792 -0.59 -0.76 -0.66 -0.0251
N 22.464 -7.161 -28.370 1.84 -3.20 -1.99 -0.1719
C 23.067 -8.225 -29.228 -0.72 -0.43 0.18 -0.0328
C 23.446 -6.527 -27.585 0.39 1.83 0.22 -0.0785
H 20.558 -7.624 -28.902 -0.13 0.34 -0.11 0.1481
H 23.796 -7.897 -29.968 -0.04 0.78 0.16 0.0785
H 22.334 -8.781 -29.812 -0.40 0.28 0.19 0.0862
H 23.586 -8.990 -28.650 -0.04 0.15 0.46 0.0869
H 23.029 -5.652 -27.087 -0.20 -0.24 0.23 0.0729
H 23.918 -7.193 -26.863 0.01 -0.09 -0.03 0.0988
H 24.166 -6.100 -28.284 0.56 -0.13 0.16 0.0837
C 24.014 -4.803 -19.421 4.10 -0.42 1.81 -0.3607
O 24.945 -3.995 -19.627 -1.74 -0.83 -0.24 -0.0338
N 22.868 -4.937 -19.985 -2.38 2.02 -2.42 -0.1672
C 21.830 -5.839 -19.526 0.02 0.22 0.82 -0.0327
C 22.461 -3.901 -20.959 -0.91 -1.09 -0.72 -0.0285
H 24.121 -5.636 -18.709 0.56 0.16 0.38 0.1414
H 21.245 -6.213 -20.367 0.20 -0.17 0.13 0.0938
H 21.180 -5.343 -18.805 -0.40 0.44 -0.32 0.0929
H 22.239 -6.620 -18.885 0.34 -0.33 -0.65 0.0932
H 23.208 -3.166 -21.260 0.18 -0.17 0.89 0.0745
H 22.204 -4.420 -21.882 -0.05 -0.22 -0.21 0.0658
H 21.514 -3.449 -20.662 0.21 0.35 0.34 0.0923
C 26.081 -9.301 -21.421 -1.74 1.34 -0.56 -0.3220
O 25.841 -8.222 -20.875 0.81 -1.42 0.01 -0.0036
N 26.388 -9.433 -22.724 0.51 -0.72 -0.23 -0.2060
C 26.285 -10.749 -23.347 0.28 1.04 -0.56 -0.0438
C 26.644 -8.322 -23.581 -0.79 0.67 -0.60 -0.0594
H 25.843 -10.323 -21.087 0.21 0.28 1.21 0.1300
H 26.243 -11.520 -22.578 0.24 -0.07 -0.37 0.0888
H 27.112 -10.807 -24.055 0.40 -0.68 0.36 0.0862
H 25.420 -10.797 -24.009 -0.48 -0.06 0.27 0.0866
H 26.572 -7.390 -23.021 0.55 -0.17 0.15 0.0761
H 27.538 -8.429 -24.195 0.41 0.03 0.48 0.0913
H 25.850 -8.226 -24.323 -0.42 -0.16 -0.17 0.0804
C 24.117 -0.552 -25.958 -2.51 -1.89 -0.53 -0.2781
O 24.823 0.225 -25.360 0.37 0.48 0.91 0.0544
N 22.871 -1.072 -25.572 1.97 2.37 0.52 -0.1657
C 22.260 -2.187 -26.278 0.40 -0.33 0.37 -0.0540
C 22.328 -0.770 -24.207 0.33 -0.19 -0.68 -0.0156
H 24.407 -0.959 -26.939 0.06 0.06 -0.05 0.1426
H 21.173 -2.120 -26.221 0.10 -0.26 0.49 0.0972
H 22.723 -3.038 -25.777 -0.88 -0.78 -0.17 0.0714
H 22.439 -2.306 -27.346 0.59 0.65 0.02 0.0939
H 22.761 0.116 -23.744 0.01 0.23 -0.69 0.0888
H 21.247 -0.669 -24.294 0.10 0.04 0.12 0.0904
H 22.571 -1.547 -23.482 -0.11 -0.51 -0.23 0.0712

[3]
21
Properties=species:S:1:pos:R:3:forces:R:3:nbo_charge:R:1 method="wB97M-V/def2-TZVPD" total_charge=0 largest_force_ev_per_a=0.71 lumo_energy_ha=0.038 molar_mass_g_mol=106.2 homo_energy_ha=-0.3402 e_above_lowest_ev=0.958 smiles=CCCN.NCO
C -0.086 -0.512 1.289 0.13 -0.39 0.58 -0.2138
C -1.225 0.373 0.836 -0.04 0.10 0.12 -0.4125
C -1.095 1.782 1.424 -0.20 -0.27 -0.24 -0.6042
N -0.196 -1.872 0.722 -0.04 0.58 0.15 -0.8418
H 0.877 -0.090 0.996 -0.08 0.05 -0.23 0.1970
H -0.073 -0.549 2.389 -0.03 0.07 -0.03 0.1652
H -2.167 -0.080 1.161 -0.05 0.00 -0.09 0.1869
H -1.233 0.416 -0.251 0.04 -0.03 -0.04 0.2243
H -1.564 1.854 2.405 0.18 -0.01 0.09 0.2013
H -0.039 2.045 1.496 -0.04 0.20 0.04 0.2051
H -1.595 2.501 0.778 0.06 0.11 0.02 0.2120
H -1.042 -2.309 1.061 0.00 -0.15 -0.06 0.3673
H 0.075 -1.489 -0.934 0.12 -0.10 -0.55 0.4946
H 0.593 -2.435 1.002 0.03 -0.18 0.12 0.3695
N 1.004 0.880 -1.709 0.20 -0.04 0.19 -0.8641
C 1.356 -0.492 -2.066 0.22 -0.12 -0.20 0.1031
O 0.298 -1.369 -1.899 -0.32 -0.02 0.08 -0.7631
H 1.846 1.439 -1.745 0.05 0.17 0.08 0.3519
H 0.367 1.272 -2.388 -0.14 -0.05 -0.13 0.3558
H 1.677 -0.583 -3.111 -0.10 -0.03 -0.03 0.1378
H 2.222 -0.781 -1.456 0.01 0.10 0.14 0.1277

[4]
20
Properties=species:S:1:pos:R:3:forces:R:3:nbo_charge:R:1 method="wB97M-V/def2-TZVPD" total_charge=+1 largest_force_ev_per_a=3.83 lumo_energy_ha="-0.193 / -0.193" molar_mass_g_mol=149.2 homo_energy_ha="-0.4773 / -0.4773" e_above_lowest_ev=2.015 smiles=CN(C)c1ncccc1[N+]#N
C 1.332 -0.857 2.416 0.42 -0.12 -0.24 -0.2945
C 1.926 -0.954 1.196 -0.19 0.04 0.17 -0.0728
C -0.004 -0.402 2.471 0.25 -0.02 -0.28 0.1885
C 1.205 -0.565 0.021 -1.55 0.66 2.83 -0.1470
C -0.132 -0.014 0.194 0.55 -0.17 -0.60 0.4845
C -0.389 0.684 -2.132 0.26 -0.01 -0.46 -0.4307
C -2.222 0.929 -0.533 -0.77 0.19 0.22 -0.4257
N 2.328 -1.051 -2.054 -0.65 0.34 1.08 0.2286
N -0.664 -0.013 1.423 -0.50 0.13 0.24 -0.4636
N 1.775 -0.790 -1.118 1.78 -0.89 -3.27 0.1278
N -0.866 0.492 -0.785 0.19 -0.13 0.26 -0.3140
H 1.851 -1.138 3.316 0.08 -0.05 0.07 0.2580
H 2.929 -1.333 1.075 0.11 -0.04 0.04 0.2483
H -0.540 -0.355 3.408 0.01 -0.04 0.14 0.2259
H 0.596 1.153 -2.139 -0.06 0.05 0.00 0.2142
H -0.351 -0.258 -2.685 -0.04 0.03 -0.03 0.2177
H -1.076 1.348 -2.653 0.07 -0.04 0.06 0.2505
H -2.886 0.479 -1.271 0.03 0.00 -0.01 0.2211
H -2.527 0.632 0.467 -0.02 0.07 -0.20 0.2613
H -2.285 2.015 -0.618 0.02 -0.01 -0.01 0.2221